Formula: C22H24N2O9P3PdS3
Source: the OMol25 dataset
Level of theory: wB97M-V/def2-TZVPD

Calculated values
- Relative energy (zero: lowest compared OMol25 entry of this formula, charge and spin): 62.1 kcal per mole
- LUMO (spin up / spin down): 1.61 / 1.62 eV
- Charge: -1
- Orbital gap (spin up / spin down): 7.3 / 7.3 eV
- Maximum force: 1.5 eV/A

Each line ends with the Mulliken charge.
Element x y z (Å)
C  -0.06084  2.94930  1.46526  -0.8643
O  -1.48529  -3.57071  -0.84245  -0.0832
C  4.19031  0.79836  -0.08135  -0.6339
C  0.51642  2.75934  -2.15105  -0.7984
P  -3.04744  -3.22159  -0.42291  0.7163
H  -0.29412  3.81432  2.08923  0.5496
O  0.53774  0.26001  1.78554  -0.3758
C  -0.29810  0.05088  -5.33363  -0.7557
H  5.14394  1.03632  0.36045  0.4607
H  -0.27490  0.74693  4.58782  0.3278
H  2.08227  3.09107  3.52683  0.4000
C  3.59890  -0.42263  -0.19304  -1.0533
O  -0.37228  0.91502  -1.04168  -1.2911
H  -1.38516  1.26498  -3.83527  0.5256
C  0.65297  5.07069  -3.01382  -0.5567
H  2.47037  1.38806  3.86072  0.3549
Pd  -0.90070  -0.88513  -0.40188  1.7790
O  -1.03904  -3.99125  -3.34577  -0.7706
O  -1.03420  -1.61634  -2.29755  -0.5286
C  -0.10140  -2.56384  2.29612  -0.6148
P  -0.74147  -3.13022  -2.18790  0.5343
H  0.70217  3.21938  0.73668  0.1961
C  -0.48479  0.73945  -4.11425  -0.3453
H  0.97461  5.99022  -3.47344  0.4768
C  -0.58644  3.50470  -1.85808  -0.5763
C  2.12414  2.08851  3.10114  -1.1414
C  -2.36131  -2.20194  3.78315  -0.6685
C  0.66631  1.26015  -1.89296  3.8865
N  -1.13189  -1.90946  1.76846  0.7669
H  0.77352  -2.66995  1.66701  0.4043
C  -1.33540  -3.35209  5.68773  -0.2044
C  0.91833  -0.55804  -5.40090  -0.4533
S  1.82550  -0.31535  -3.97577  -0.0727
H  -1.03824  -0.00835  -6.11673  0.3770
H  0.72861  -3.60922  3.97830  0.4885
H  1.16404  -4.06468  -2.15572  0.2774
O  -3.85097  -3.85368  -1.65232  -0.5804
H  4.03737  -1.33877  0.17290  0.4303
H  -3.47243  -3.62635  -2.51603  0.3490
C  -2.24442  -1.75591  2.47637  -0.8869
C  -0.58520  1.55145  3.92151  -1.2885
H  2.82739  2.07854  2.26709  0.1279
P  0.50516  1.57286  2.47283  0.9840
H  1.30838  -1.16041  -6.20391  0.4531
H  -1.42729  3.08038  -1.33486  0.4584
H  -0.56194  2.50040  4.45799  0.4073
O  -3.36763  -3.96340  0.80804  -0.7508
O  0.79212  -3.28512  -1.72359  -0.5297
S  3.22486  2.02811  -0.77349  -0.1176
H  -1.28147  5.57563  -2.21404  0.3822
C  0.57612  0.61930  -3.26825  -0.4456
S  1.65431  3.68492  -3.05150  -0.0187
H  -3.07052  -1.29001  1.95332  0.6169
H  -3.27763  -2.05543  4.33481  0.5166
C  -0.12218  -3.07652  3.57989  -0.6728
O  -3.10759  -1.71304  -0.43159  -0.5299
C  -1.27439  -2.87055  4.33666  0.7046
C  2.34416  -0.35409  -0.84404  -0.3384
H  -0.93927  2.64003  0.90427  0.1109
N  -1.38521  -3.72192  6.77506  -0.5295
C  -0.50867  4.83312  -2.34711  -0.7299
H  -1.60773  1.35115  3.60114  0.3435
H  1.72178  -1.21803  -1.03965  0.7074
C  1.99576  0.91041  -1.21981  -0.9069

Forces on the atoms, in the same order (eV/Å):
-0.006 0.071 0.071
0.307 -0.441 0.006
0.058 -0.047 0.069
-0.111 0.072 0.150
-0.169 0.397 0.391
0.018 0.010 -0.006
0.039 -0.235 -0.166
0.049 -0.052 -0.045
0.030 0.025 0.005
0.034 -0.022 0.006
-0.016 0.038 0.017
0.055 0.109 0.042
-0.157 -0.279 -0.022
-0.041 0.048 0.004
-0.037 0.088 0.009
-0.025 -0.040 -0.003
-0.223 1.076 -1.035
-0.085 0.174 0.002
0.537 -0.198 0.436
-0.044 0.054 0.078
-0.364 0.360 0.015
0.048 -0.032 -0.011
0.040 -0.047 0.158
0.037 0.023 -0.021
0.070 -0.182 0.018
-0.085 -0.035 -0.033
0.207 -0.062 -0.046
0.401 0.059 0.330
0.105 -0.152 0.079
-0.014 0.023 0.000
-0.062 -0.071 0.235
-0.021 -0.051 -0.079
-0.010 -0.008 -0.003
-0.030 0.000 -0.045
-0.019 -0.015 0.042
-0.019 0.111 0.030
-0.158 -0.049 -0.428
0.032 -0.031 0.021
-0.050 -0.023 0.170
-0.023 -0.087 -0.022
0.033 0.076 -0.047
-0.027 -0.012 -0.016
0.022 0.156 0.160
0.040 -0.023 -0.018
-0.050 -0.020 0.017
0.016 0.015 0.025
-0.011 -0.090 0.067
0.264 -0.175 -0.067
-0.021 0.042 0.077
-0.025 0.024 0.007
-0.117 -0.078 -0.148
-0.034 0.003 -0.077
0.018 0.005 0.018
0.004 -0.029 0.046
-0.157 0.095 -0.070
-0.218 -0.490 0.148
-0.011 0.054 -0.130
-0.081 -0.021 -0.120
-0.063 -0.068 0.026
0.025 0.016 -0.048
0.065 0.112 -0.068
-0.001 -0.013 -0.062
0.018 0.035 0.013
0.011 -0.193 -0.152



Formula: C16H19N2O5S2Se2TcTe2
Source: the OMol25 dataset
Level of theory: wB97M-V/def2-TZVPD

Calculated values
- Relative energy (zero: lowest compared OMol25 entry of this formula, charge and spin): 18.7 kcal per mole
- Multiplicity: 2
- LUMO (spin up / spin down): 1.38 / 1.35 eV
- <S²>: 0.772
- Charge: -1
- Orbital gap (spin up / spin down): 4.9 / 4.7 eV
- Maximum force: 1.3 eV/A

Each line ends with the Löwdin spin population.
Element x y z (Å)
Se  -1.55915  1.20919  0.88200  0.4854
C  0.03973  2.71172  -3.34753  0.0009
C  2.80015  2.40428  0.17013  0.0006
H  1.48459  0.69287  5.47312  0.0002
H  0.61625  5.17477  2.00836  0.0001
C  0.44041  0.99940  5.46282  0.0011
C  -0.01503  2.97216  -1.98644  0.0010
H  5.79306  3.73327  1.17061  -0.0002
Tc  0.19847  0.49517  -0.44572  0.2290
C  -0.04720  1.22796  4.04233  0.0133
S  0.90639  2.56172  3.22753  0.0129
H  -0.91224  4.10465  -0.41785  -0.0002
C  -0.87704  3.93746  -1.48494  0.0001
C  3.90263  3.27865  0.29513  0.0062
H  -0.16234  0.21782  5.92955  0.0000
C  -0.79486  3.40825  -4.21622  0.0007
Te  -3.21965  -1.49997  -1.62574  0.0078
C  -1.70445  4.62878  -2.35712  0.0001
H  -1.10113  1.50298  4.00789  0.0050
O  3.20172  -1.85347  0.77551  0.0000
S  2.07869  -1.20403  0.18911  0.0026
C  -1.67020  4.36454  -3.72315  0.0004
O  2.22166  -0.67511  -1.17226  0.0057
O  2.07527  2.86693  4.12552  0.0034
C  -0.28181  3.88844  3.49582  0.0070
H  0.07389  0.34840  3.41075  0.0031
H  -0.75886  3.19860  -5.27850  0.0000
H  3.85732  4.18115  -0.29963  0.0001
Se  -1.21671  -0.09251  -2.34694  0.0240
C  3.94042  0.98649  1.80179  -0.0012
N  0.79074  2.19951  -1.08181  0.0170
H  -2.39088  5.37100  -1.96725  0.0000
C  0.34077  5.20611  3.06504  0.0003
H  1.24350  5.40399  3.64271  0.0001
O  0.75222  -1.77570  0.40554  -0.0011
O  1.81935  0.29604  1.01540  0.0067
Te  -3.53313  1.04358  -2.57648  0.1114
N  1.84977  2.91554  -0.70995  0.0346
H  0.72988  1.96295  -3.71508  0.0003
H  -2.32414  4.90244  -4.39901  0.0000
H  -0.54906  3.88468  4.55637  0.0001
C  5.00411  1.86279  1.88334  0.0081
H  5.82949  1.65531  2.55110  0.0005
H  0.36637  1.90461  6.06600  0.0001
C  4.97727  3.02274  1.11635  -0.0006
H  -1.15468  3.62701  2.89293  0.0069
H  3.91028  0.08407  2.39758  -0.0002
H  -0.35873  6.03061  3.21240  0.0000
C  2.86843  1.23727  0.96319  0.0064

Forces on the atoms, in the same order (eV/Å):
-0.181 -0.005 0.173
-0.089 0.085 -0.064
-0.130 0.026 -0.063
0.002 0.011 -0.008
-0.008 -0.008 0.006
-0.041 -0.013 0.004
-0.018 -0.040 -0.105
-0.012 0.000 -0.007
0.138 0.518 -0.669
0.037 0.000 0.062
0.377 -0.033 0.168
-0.006 -0.005 0.011
0.017 -0.052 -0.021
0.071 -0.057 0.094
0.013 0.003 0.000
0.101 -0.073 0.054
-0.163 0.108 -0.033
0.001 -0.024 -0.009
0.007 -0.013 -0.055
-0.025 0.004 -0.023
-0.235 0.208 -0.171
-0.026 0.021 0.046
-0.180 -0.181 0.298
-0.274 -0.042 -0.192
-0.075 0.069 0.034
0.028 -0.022 0.033
0.004 0.000 0.022
-0.002 0.007 -0.005
0.612 0.313 0.307
0.161 -0.024 0.118
0.885 -0.039 0.614
0.016 -0.012 0.000
-0.009 0.008 -0.018
0.000 -0.003 0.002
0.286 0.006 0.097
0.146 0.143 -0.318
-0.018 -0.125 0.085
-0.987 -0.727 -0.249
0.019 -0.018 0.007
0.010 -0.004 0.017
0.004 0.026 -0.012
-0.056 -0.110 0.031
-0.013 -0.010 0.001
-0.020 0.002 -0.005
-0.081 0.053 -0.081
-0.007 0.001 0.008
0.012 0.009 -0.007
0.003 -0.011 0.004
-0.294 0.027 -0.182



Formula: C22H20N3O8SiTc
Source: the OMol25 dataset
Level of theory: wB97M-V/def2-TZVPD

Calculated values
- Multiplicity: 2
- LUMO (spin up / spin down): -5.91 / -5.09 eV
- <S²>: 1.085
- Charge: +1
- Orbital gap (spin up / spin down): 6.5 / 7.3 eV
- Maximum force: 0.6 eV/A

Each line ends with the Löwdin spin population.
Element x y z (Å)
C  -1.83611  -2.45253  -1.31946  0.0001
N  -1.33728  -6.10699  -1.80804  0.0001
H  1.07159  -4.93906  -1.75223  -0.0001
C  1.06308  4.16199  -3.44849  0.0004
H  1.79556  3.98859  -1.42462  0.0000
O  2.27830  -1.33910  -0.75534  0.0752
C  0.53422  -2.89233  -1.41125  0.0040
H  -1.40077  1.32678  -2.47865  -0.0001
H  0.68675  1.98936  3.82324  -0.0009
C  -0.36246  4.01782  0.67552  0.0058
O  2.85316  -3.21959  -1.79649  0.0177
H  2.24662  -1.06878  4.71767  0.0002
Tc  1.18178  0.11138  -0.33787  1.0178
H  2.05436  -2.42085  1.50661  -0.0001
N  0.89290  0.62328  1.40931  -0.1061
C  -0.89019  -0.51407  3.47156  -0.0018
H  1.74795  4.95531  -3.71419  0.0000
O  -2.85688  -0.39101  -1.55794  0.0020
C  0.19844  2.61919  -1.87692  0.0018
C  -1.05250  -4.66624  -1.62766  0.0002
C  0.39829  2.54038  2.94228  -0.0244
C  0.25885  -4.23949  -1.61736  0.0002
C  1.10704  -2.32200  2.03337  0.0016
H  1.13990  -3.01424  2.88029  0.0002
C  -0.44334  4.56928  1.94288  -0.0343
O  -2.49944  -6.44257  -1.77431  0.0001
H  0.29277  -2.65125  1.38742  -0.0001
C  -0.51943  -1.97663  -1.27834  0.0063
H  -0.11735  4.29390  4.04280  0.0007
H  -1.14087  0.44912  3.90958  -0.0003
C  -2.11271  -3.79754  -1.47044  -0.0012
C  2.22103  -0.27809  3.96389  0.0007
H  0.14686  4.09435  -5.38186  0.0000
C  -0.71427  2.10803  -2.77712  0.0018
O  -4.01214  -2.02650  -0.76180  0.0001
H  3.17555  -0.31502  3.43357  0.0001
N  -2.99449  -1.54262  -1.19956  0.0001
C  -0.05711  3.84066  3.06343  0.0029
O  -0.30054  -0.65539  -1.14951  0.0321
C  0.16171  3.67406  -4.38588  0.0001
H  2.16642  0.67147  4.49065  0.0000
C  -0.71893  2.65518  -4.05481  -0.0003
C  1.98640  -2.52317  -1.37500  0.0104
H  -1.62104  -0.72952  2.68799  0.0001
H  -3.13250  -4.15306  -1.47566  -0.0001
C  0.11724  2.72576  0.57916  -0.0248
H  -0.81685  5.57695  2.05950  -0.0018
H  -1.01136  -1.27682  4.24473  -0.0001
O  -0.38413  -6.83595  -1.96252  0.0002
H  -1.42200  2.28327  -4.78736  0.0000
O  0.23200  2.00575  -0.59469  0.0071
H  -0.66704  4.56706  -0.20322  0.0011
C  1.09599  3.62982  -2.16755  -0.0010
C  0.48538  1.95793  1.67806  0.0054
Si  0.83160  -0.64627  2.78263  0.0008

Forces on the atoms, in the same order (eV/Å):
-0.002 -0.084 -0.023
0.029 0.042 0.080
-0.008 -0.018 -0.004
0.031 0.010 0.046
0.007 0.002 0.023
-0.119 0.055 -0.187
-0.078 -0.139 -0.094
0.028 -0.018 -0.010
0.003 0.001 0.011
0.104 -0.217 -0.060
-0.045 0.006 -0.030
-0.026 -0.019 0.001
0.497 0.230 0.086
0.037 0.004 0.006
-0.124 0.080 0.420
0.051 -0.101 -0.100
0.003 0.002 -0.001
-0.039 0.000 -0.020
-0.037 0.043 0.012
0.018 -0.027 -0.023
-0.001 0.023 0.028
-0.089 0.101 0.024
-0.033 0.042 0.058
-0.015 -0.022 -0.002
-0.011 0.041 0.071
-0.005 -0.019 -0.037
-0.008 0.018 -0.030
-0.065 -0.040 0.018
0.000 -0.016 0.008
0.035 0.028 0.015
0.082 0.072 -0.018
0.030 -0.039 -0.123
-0.002 0.000 -0.007
0.033 0.176 -0.005
-0.025 0.038 0.044
0.009 0.012 0.012
0.094 -0.058 -0.016
0.010 -0.017 0.008
-0.225 -0.137 -0.267
0.002 0.010 -0.018
-0.029 0.021 -0.004
-0.046 -0.051 0.020
0.105 -0.034 0.201
-0.008 0.010 0.010
-0.006 -0.012 0.001
-0.178 0.168 0.053
0.004 0.006 -0.005
-0.003 -0.002 0.010
-0.019 -0.020 -0.022
0.002 0.008 -0.007
0.040 -0.194 -0.062
0.003 -0.002 -0.023
-0.044 -0.090 -0.127
0.038 0.026 -0.018
-0.005 0.103 0.072



Formula: C3H12N7
Source: the OMol25 dataset
Level of theory: wB97M-V/def2-TZVPD

Calculated values
- Relative energy (zero: lowest compared OMol25 entry of this formula, charge and spin): 20.9 kcal per mole
- LUMO: -2.54 eV
- Charge: +1
- Orbital gap: 10.6 eV
- Maximum force: 1.0 eV/A

Each line ends with the Mulliken charge.
Element x y z (Å)
N  0.78902  0.69384  0.54967  -0.2941
H  3.31948  0.97485  0.75736  0.1939
H  -0.69447  2.79059  -0.74038  0.2309
H  3.72474  -0.54439  0.06533  0.1905
N  -0.80292  0.36888  -1.42702  -0.3115
H  -1.13377  2.60615  0.86757  0.2491
H  -2.55492  -1.58798  1.47475  0.3966
N  -1.15532  2.20784  -0.05825  -0.6869
N  1.37371  -1.29772  -0.42802  -0.2535
H  1.13097  1.55274  0.95491  0.2327
H  0.39061  -1.59335  -0.44968  0.2330
N  -1.31556  -1.98582  -0.17342  -0.6395
N  -1.65805  0.09570  0.74609  -0.1195
C  1.71144  -0.14734  0.14499  0.5386
H  2.08930  -1.93964  -0.71989  0.2040
H  -0.75433  1.00578  -2.19865  0.1763
H  -1.56497  -2.96650  -0.13156  0.2042
C  -1.86660  -1.24738  0.69797  -0.1286
C  -0.90998  0.85746  -0.16558  0.4689
H  -1.10642  -0.58065  -1.58570  0.2552
N  3.02295  0.13978  0.28355  -0.3740
H  -2.03490  0.59715  1.53593  0.2336

Forces on the atoms, in the same order (eV/Å):
-0.585 0.180 -0.009
-0.027 -0.069 -0.052
0.006 -0.026 0.031
0.030 0.006 0.057
-0.349 -0.011 -0.211
0.036 -0.017 0.022
0.082 -0.056 -0.096
-0.207 0.366 -0.007
0.249 -0.151 -0.033
0.105 0.014 -0.007
0.219 -0.039 -0.016
0.020 -0.350 -0.273
-0.439 0.176 0.190
0.227 0.126 0.044
-0.030 0.008 -0.031
-0.027 0.093 -0.039
-0.206 0.084 0.236
-0.258 -0.050 0.305
0.950 -0.292 0.135
0.046 0.103 -0.096
0.172 -0.008 -0.029
-0.016 -0.088 -0.120